(1)
Entry from the OMol25 dataset: a 6-piece molecular cluster, C32H57N3O13S overall at a distorted geometry (ωB97M-V with the def2-TZVPD basis set).

Results
* SMILES: COCCC[C@](C#N)(N=C=S)[C@@H](C#N)OC[C@@H](C)O.CCOC(C)=O.CCOC(C)=O.CCOC(C)=O.CCOC(C)=O.CCOC(C)=O
* E: -76024.4450 eV
* M: 723.883 g mol⁻¹
* LUMO energy: -0.8 eV
* highest occupied orbital energy: -0.353 hartree
* HOMO-LUMO gap: 0.3254 Ha

Structure (ORCA input):
```
! wB97M-V def2-TZVPD RIJCOSX def2/J DEFGRID3
* xyz 0 1
C 4.748 1.330 0.920
O 4.110 0.809 -0.287
C 2.729 1.260 -0.389
C 1.790 0.634 0.799
C 0.528 -0.181 0.211
C -0.647 -0.449 1.301
C -1.617 -1.595 0.666
N -2.082 -2.631 0.227
N -1.445 0.852 1.362
C -2.727 0.580 1.550
S -4.173 0.425 2.390
C -0.111 -0.884 2.755
C -1.281 -1.523 3.692
N -2.183 -1.952 4.382
O 1.056 -1.731 2.746
C 0.718 -3.144 2.792
C 2.027 -3.941 2.221
C 2.233 -3.457 0.683
O 3.186 -3.488 2.967
H 4.858 0.484 1.709
H 4.165 2.179 1.424
H 5.811 1.642 0.618
H 2.332 0.838 -1.391
H 2.619 2.401 -0.412
H 2.467 -0.147 1.325
H 1.496 1.413 1.588
H 0.045 0.502 -0.595
H 0.791 -1.158 -0.327
H 0.198 0.092 3.305
H -0.147 -3.450 2.100
H 0.588 -3.518 3.880
H 1.844 -5.075 2.257
H 2.354 -2.307 0.602
H 3.198 -3.893 0.215
H 1.335 -3.802 0.031
H 3.927 -4.135 2.823
C 2.628 -2.193 -5.996
C 1.639 -2.670 -4.953
O 1.735 -1.876 -3.759
C 1.068 -0.727 -3.560
C 0.427 -0.049 -4.736
O 1.058 -0.210 -2.459
H 2.417 -1.170 -6.310
H 2.600 -2.838 -6.877
H 3.643 -2.197 -5.589
H 0.613 -2.700 -5.329
H 1.888 -3.693 -4.661
H 1.145 0.633 -5.194
H -0.431 0.524 -4.379
H 0.041 -0.741 -5.482
C -7.639 0.921 4.666
C -7.556 2.419 4.455
O -8.605 3.099 5.162
C -8.521 3.494 6.449
C -7.421 2.940 7.307
O -9.370 4.222 6.918
H -7.497 0.655 5.716
H -6.880 0.405 4.073
H -8.626 0.548 4.376
H -6.575 2.825 4.715
H -7.709 2.640 3.395
H -7.762 2.017 7.780
H -7.185 3.672 8.082
H -6.494 2.761 6.767
C 4.016 -0.327 -11.312
C 3.001 0.228 -10.333
O 3.322 -0.153 -8.987
C 4.156 0.537 -8.181
C 5.050 1.581 -8.784
O 4.234 0.259 -7.004
H 5.014 0.078 -11.129
H 3.729 -0.089 -12.339
H 4.091 -1.413 -11.210
H 2.883 1.311 -10.420
H 2.022 -0.207 -10.548
H 5.990 1.118 -9.089
H 5.255 2.338 -8.023
H 4.604 2.109 -9.624
C 8.117 4.330 -1.976
C 6.626 4.331 -2.245
O 6.356 4.266 -3.653
C 6.263 3.118 -4.355
C 6.769 1.848 -3.735
O 5.852 3.133 -5.495
H 8.586 3.404 -2.316
H 8.316 4.446 -0.908
H 8.602 5.148 -2.516
H 6.102 3.538 -1.705
H 6.199 5.274 -1.896
H 7.826 1.723 -3.978
H 6.205 1.012 -4.154
H 6.626 1.800 -2.657
C -9.721 -2.569 8.918
C -9.064 -1.408 8.198
O -7.881 -0.977 8.889
C -6.655 -1.507 8.701
C -6.534 -2.816 7.975
O -5.681 -0.969 9.181
H -9.068 -3.445 8.945
H -10.655 -2.849 8.425
H -9.937 -2.302 9.955
H -8.852 -1.630 7.150
H -9.747 -0.554 8.199
H -6.600 -3.634 8.694
H -5.559 -2.849 7.485
H -7.273 -2.949 7.188
*
```

---

(2)
Entry from the OMol25 dataset: C32H58AsBCuN7SSi3 as an isolated structure (ωB97M-V with the def2-TZVPD basis set).

Results
* energy above the lowest of the compared OMol25 structures with the same formula, charge and spin: 0.0 kcal/mol
* E: -185188.5495 eV
* M: 806.470 g mol⁻¹
* LUMO energy (alpha / beta): 2.7 / 2.0 eV
* highest occupied orbital energy (alpha / beta): -0.139 / -0.173 hartree
* HOMO-LUMO gap (alpha / beta): 0.2385 / 0.2453 Ha

Structure (ORCA input):
```
! wB97M-V def2-TZVPD RIJCOSX def2/J DEFGRID3
* xyz -1 2
Cu 0.540 -0.209 0.397
C -3.815 0.861 2.245
C -3.495 2.335 2.509
C -4.072 3.217 1.404
C -2.011 2.531 2.646
C -1.227 2.589 3.815
C 0.065 2.711 3.349
N 0.023 2.707 2.003
N -1.246 2.606 1.567
B 1.213 2.958 1.040
N 2.417 2.130 1.536
C 3.474 2.636 2.190
C 4.233 1.589 2.658
C 3.548 0.440 2.227
N 2.448 0.778 1.553
C 4.007 -0.977 2.417
C 4.684 -1.504 1.150
C 2.880 -1.897 2.872
N 0.764 2.622 -0.386
C 0.531 3.504 -1.366
C -0.150 2.865 -2.379
C -0.313 1.548 -1.917
N 0.258 1.418 -0.722
C -1.155 0.449 -2.490
C -1.211 0.493 -4.013
C -2.565 0.554 -1.900
H -4.894 0.703 2.161
H -3.348 0.534 1.313
H -3.431 0.226 3.044
H -3.952 2.619 3.463
H -3.609 2.964 0.449
H -5.152 3.071 1.317
H -3.876 4.273 1.598
H -1.558 2.537 4.840
H 1.005 2.788 3.873
H 1.561 4.118 1.054
H 3.596 3.703 2.275
H 5.153 1.631 3.217
H 4.763 -0.942 3.210
H 3.974 -1.526 0.322
H 5.524 -0.867 0.865
H 5.057 -2.520 1.305
H 2.084 -1.923 2.127
H 3.253 -2.915 3.012
H 2.445 -1.557 3.813
H 0.844 4.528 -1.257
H -0.499 3.289 -3.305
H -0.728 -0.497 -2.144
H -1.698 1.414 -4.345
H -0.220 0.454 -4.465
H -1.798 -0.345 -4.395
H -3.035 1.490 -2.215
H -3.185 -0.284 -2.228
H -2.521 0.534 -0.811
C -5.072 -2.682 0.994
Si -3.829 -3.643 2.015
C -4.664 -4.156 3.629
C -3.375 -5.253 1.167
C -2.385 -2.535 2.485
C -2.162 -2.189 3.809
C -1.167 -1.281 4.155
C -0.414 -0.743 3.136
N -0.578 -1.071 1.852
C -1.539 -1.956 1.502
S -1.676 -2.405 -0.164
H -5.942 -3.293 0.739
H -4.601 -2.340 0.073
H -5.419 -1.803 1.543
H -5.488 -4.837 3.402
H -5.077 -3.314 4.188
H -3.967 -4.690 4.282
H -4.260 -5.894 1.143
H -2.588 -5.790 1.702
H -3.036 -5.078 0.147
H -2.781 -2.619 4.589
H -0.995 -0.981 5.180
H 0.369 -0.019 3.329
C 0.055 -5.670 -1.060
Si 1.173 -4.617 0.021
C 0.545 -4.723 1.784
C 2.904 -5.367 -0.001
As 1.360 -2.385 -0.677
Si 1.349 -2.670 -2.995
C 2.027 -1.071 -3.714
C 2.518 -4.032 -3.578
C -0.361 -3.050 -3.682
H -0.060 -6.661 -0.609
H 0.451 -5.803 -2.068
H -0.930 -5.208 -1.130
H 0.598 -5.761 2.126
H -0.491 -4.393 1.848
H 1.136 -4.110 2.465
H 2.878 -6.408 0.334
H 3.564 -4.810 0.669
H 3.344 -5.340 -0.999
H 3.107 -1.032 -3.552
H 1.593 -0.188 -3.242
H 1.843 -1.017 -4.791
H 3.533 -3.850 -3.221
H 2.541 -4.040 -4.672
H 2.213 -5.023 -3.242
H -1.132 -2.444 -3.207
H -0.611 -4.098 -3.499
H -0.393 -2.873 -4.761
*
```

---

(3)
Entry from the OMol25 dataset: C32H58AsF6K3N11O33S3 as an isolated structure at a distorted geometry (ωB97M-V with the def2-TZVPD basis set).

Results
* E: -276693.0200 eV
* M: 1527.265 g mol⁻¹
* LUMO energy: 0.9 eV
* highest occupied orbital energy: -0.149 hartree
* HOMO-LUMO gap: 0.1841 Ha

Structure (ORCA input):
```
! wB97M-V def2-TZVPD RIJCOSX def2/J DEFGRID3
* xyz -1 1
K 1.456 -3.176 3.064
K 2.798 0.984 2.241
K -1.068 0.166 4.976
As -0.622 -0.366 0.781
F 1.095 -0.962 0.902
F -1.131 -2.006 0.258
F -2.312 0.195 0.684
F 0.041 1.203 1.358
F -0.267 0.230 -0.862
F -0.800 -0.822 2.522
O 0.619 2.459 5.870
C 1.728 2.105 5.300
O 1.783 0.962 4.861
O 2.588 2.989 5.171
H 0.901 3.372 5.963
O 5.951 -2.830 2.537
C 4.743 -2.640 3.009
O 3.955 -1.790 2.553
O 4.450 -3.261 3.997
H 6.021 -3.535 3.185
C -0.244 -2.980 6.786
O 0.275 -2.341 5.592
H -0.929 -2.340 7.341
H -0.651 -3.954 6.514
H 0.502 -3.331 7.499
C 4.201 0.824 -2.360
N 5.589 0.987 -2.969
O 5.949 2.127 -3.242
O 6.298 0.001 -3.065
H 3.404 1.133 -3.037
H 4.182 1.342 -1.401
H 4.132 -0.211 -2.024
C -4.388 -2.592 -0.486
N -4.557 -2.690 1.041
O -4.248 -1.725 1.719
O -4.966 -3.735 1.483
H -3.511 -1.989 -0.718
H -5.270 -2.136 -0.936
H -4.234 -3.587 -0.905
C 3.314 4.621 -1.566
N 2.060 4.191 -0.890
O 2.188 3.221 -0.098
O 0.950 4.643 -1.161
H 3.988 3.777 -1.712
H 3.817 5.310 -0.888
H 2.957 5.078 -2.489
C -5.391 1.474 2.199
N -5.148 1.358 0.746
O -4.676 2.382 0.238
O -5.308 0.292 0.159
H -4.471 1.190 2.709
H -6.287 0.913 2.464
H -5.420 2.512 2.531
C -4.789 3.509 6.625
N -4.490 2.071 6.336
O -4.610 1.202 7.209
O -3.972 1.818 5.247
H -4.624 3.671 7.690
H -5.845 3.686 6.424
H -4.194 4.191 6.018
C -3.082 -3.411 4.007
N -2.445 -4.765 3.723
O -3.039 -5.790 3.912
O -1.365 -4.679 3.204
H -4.150 -3.632 4.025
H -2.751 -2.705 3.246
H -2.733 -3.136 5.003
C -1.535 3.996 1.579
N -1.323 3.541 2.974
O -1.682 2.405 3.315
O -0.711 4.237 3.777
H -2.610 4.114 1.445
H -1.062 3.278 0.909
H -1.105 4.985 1.419
C 4.982 -2.614 -5.139
C 4.284 -4.022 -4.882
O 3.245 -3.739 -3.958
S 2.626 -2.170 -4.188
O 2.285 -1.458 -2.971
O 1.588 -2.191 -5.232
O 4.086 -1.593 -4.822
H 5.240 -2.573 -6.197
H 5.919 -2.405 -4.623
H 4.908 -4.763 -4.382
H 3.764 -4.386 -5.769
C -2.295 2.487 -2.801
C -1.935 2.910 -1.410
O -2.520 4.154 -1.084
S -2.622 5.083 -2.480
O -1.547 6.073 -2.490
O -4.018 5.549 -2.741
O -2.239 3.746 -3.442
H -3.241 1.997 -3.033
H -1.540 1.825 -3.225
H -0.876 3.021 -1.175
H -2.376 2.226 -0.685
C -1.788 -1.454 -3.349
C -2.601 -2.665 -3.852
O -3.929 -2.312 -3.682
S -4.155 -0.691 -4.005
O -4.880 -0.103 -2.902
O -4.557 -0.527 -5.394
O -2.515 -0.378 -3.849
H -0.769 -1.411 -3.733
H -1.713 -1.532 -2.265
H -2.542 -3.590 -3.278
H -2.378 -2.977 -4.873
N -0.201 -5.682 -2.291
C 0.139 -5.510 -3.563
C -0.923 -5.881 -4.398
C -1.989 -6.291 -3.533
C -1.504 -6.135 -2.210
H 0.422 -5.500 -1.517
H 1.115 -5.125 -3.819
H -0.916 -6.063 -5.463
H -2.944 -6.620 -3.916
H -1.970 -6.290 -1.249
N 2.672 5.752 3.737
C 2.889 6.895 4.437
C 2.866 7.918 3.533
C 2.829 7.380 2.208
C 2.697 5.978 2.409
H 2.577 4.879 4.236
H 2.794 6.865 5.512
H 2.949 8.965 3.782
H 2.823 7.889 1.256
H 2.489 5.148 1.751
N 3.026 2.179 -5.515
C 1.955 1.306 -5.571
C 0.827 2.006 -5.185
C 1.205 3.232 -4.707
C 2.571 3.366 -4.983
H 3.967 2.019 -5.845
H 1.970 0.330 -6.034
H -0.160 1.567 -5.158
H 0.666 3.900 -4.051
H 3.219 4.229 -4.951
N 2.721 -3.772 0.042
C 1.357 -4.090 -0.096
C 1.174 -5.406 0.415
C 2.367 -5.819 0.947
C 3.291 -4.773 0.749
H 3.219 -2.934 -0.224
H 0.777 -3.392 -0.681
H 0.309 -6.016 0.198
H 2.556 -6.851 1.204
H 4.356 -4.798 0.926
*
```

---

(4)
Entry from the OMol25 dataset: C32H58BN6O3PPrTe as an isolated structure at a distorted geometry (ωB97M-V with the def2-TZVPD basis set).

Results
* E: -80541.8390 eV
* M: 885.149 g mol⁻¹
* LUMO energy (alpha / beta): 2.4 / 2.4 eV
* highest occupied orbital energy (alpha / beta): -0.069 / -0.076 hartree
* HOMO-LUMO gap (alpha / beta): 0.1561 / 0.1629 Ha

Structure (ORCA input):
```
! wB97M-V def2-TZVPD RIJCOSX def2/J DEFGRID3
* xyz -1 3
Pr 1.428 -0.596 -0.534
C 2.355 2.950 -2.004
C 2.575 3.575 -0.628
C 4.040 3.425 -0.187
C 1.625 2.986 0.381
C 1.406 3.448 1.694
C 0.476 2.609 2.244
C 0.066 2.621 3.697
C 0.436 1.285 4.353
C -1.385 3.023 3.986
N 0.157 1.674 1.301
N 0.880 1.928 0.153
B -1.194 0.878 1.125
N -1.197 -0.679 1.400
N -0.865 -1.506 0.351
C -1.565 -2.614 0.499
C -2.353 -2.539 1.662
C -2.092 -1.311 2.207
C -2.641 -0.777 3.503
C -4.141 -1.047 3.623
C -1.909 -1.410 4.696
C -1.640 -3.740 -0.496
C -1.323 -3.275 -1.917
C -0.805 -4.949 -0.056
N -1.655 1.089 -0.356
N -0.947 0.589 -1.404
C -1.549 0.999 -2.497
C -2.682 1.783 -2.176
C -2.699 1.822 -0.798
C -3.677 2.488 0.128
C -4.374 3.662 -0.554
C -4.697 1.470 0.648
C -1.035 0.639 -3.863
C 0.220 -0.224 -3.788
C -0.770 1.890 -4.707
H 2.923 3.488 -2.766
H 1.297 2.951 -2.275
H 2.711 1.919 -1.980
H 2.344 4.641 -0.673
H 4.242 2.380 -0.002
H 4.240 3.993 0.731
H 4.709 3.796 -0.973
H 1.878 4.289 2.184
H 0.690 3.397 4.137
H -0.053 0.466 3.822
H 0.129 1.257 5.404
H 1.514 1.112 4.294
H -2.078 2.212 3.793
H -1.686 3.876 3.374
H -1.487 3.304 5.038
H -2.001 1.356 1.867
H -3.022 -3.298 2.043
H -2.492 0.297 3.524
H -4.336 -2.121 3.705
H -4.687 -0.671 2.756
H -4.540 -0.566 4.521
H -2.072 -2.493 4.694
H -2.287 -1.005 5.641
H -0.835 -1.238 4.653
H -2.688 -4.044 -0.486
H -0.260 -3.092 -2.037
H -1.868 -2.353 -2.148
H -1.598 -4.044 -2.641
H 0.243 -4.671 0.039
H -0.873 -5.754 -0.790
H -1.153 -5.326 0.911
H -3.383 2.245 -2.860
H -3.123 2.873 0.985
H -5.011 3.317 -1.376
H -3.647 4.369 -0.961
H -5.008 4.192 0.162
H -5.274 1.057 -0.186
H -5.392 1.935 1.356
H -4.191 0.640 1.152
H -1.823 0.069 -4.362
H 1.020 0.320 -3.283
H 0.583 -0.464 -4.789
H 0.042 -1.167 -3.266
H 0.025 2.491 -4.259
H -1.664 2.516 -4.783
H -0.460 1.610 -5.719
C 3.757 -4.421 1.202
C 4.386 -3.443 0.234
O 3.983 -3.734 -1.140
P 2.593 -3.320 -1.762
O 1.648 -2.825 -0.676
Te 2.004 -4.996 -3.269
O 2.910 -1.894 -2.527
C 3.919 -1.873 -3.560
C 3.906 -0.496 -4.179
H 4.156 -4.248 2.203
H 3.969 -5.454 0.910
H 2.674 -4.287 1.233
H 5.467 -3.552 0.226
H 4.145 -2.416 0.472
H 3.706 -2.647 -4.289
H 4.886 -2.086 -3.106
H 2.971 -0.321 -4.719
H 4.738 -0.397 -4.880
H 4.008 0.267 -3.402
C 3.637 0.018 0.205
H 3.897 0.192 1.263
H 4.571 -0.296 -0.293
*
```